1.
The following is a DFT calculation (ωB97M-V with the def2-TZVPD basis set) of a cluster of 2 separate species, C4H5IO in total.

Results
Kohn-Sham gap (spin up / spin down)	7.366 / 6.851	eV
charge	0
highest occupied orbital energy (spin up / spin down)	-8.30 / -8.22	eV
DFT total energy	-14368.055	eV
ΔE to the lowest compared entry with this formula, charge and spin	192.8	kcal per mole
LUMO (spin up / spin down)	-0.9 / -1.4	eV
largest force on an atom	0.07969	hartree/bohr

Geometry as XYZ:
```
11
Properties=species:S:1:pos:R:3:forces:R:3:nbo_charge:R:1
C -1.224 0.915 0.149 -1.50 0.95 3.56 0.020
C -1.239 -0.738 1.899 -1.32 -0.72 -3.81 -0.542
C 0.821 -0.546 -0.350 -2.29 -0.13 0.24 -0.041
C -0.204 0.548 -0.716 1.76 -1.05 -0.32 -0.184
O -0.327 -0.823 -1.179 1.65 0.49 -0.21 -0.465
I -2.387 -0.446 3.523 -0.44 0.35 0.75 0.243
H -1.378 2.062 0.382 0.48 -2.37 -0.19 0.173
H -1.767 -1.681 1.317 1.55 2.27 1.22 0.175
H 1.823 -0.613 -0.732 0.11 0.35 -0.81 0.192
H 0.705 -0.995 0.636 0.01 0.42 -0.01 0.212
H 0.146 1.341 -1.386 -0.02 -0.56 -0.43 0.217
```
Positions in Å, forces in eV/Å.

---

2.
The following is a DFT calculation (ωB97M-V with the def2-TZVPD basis set) of a cluster of 2 separate species, C4H5IO2 in total.

Results
Kohn-Sham gap	8.449	eV
charge	0
highest occupied orbital energy	-8.34	eV
SMILES	O=C=CI.CC=O
DFT total energy	-16422.386	eV
ΔE to the lowest compared entry with this formula, charge and spin	39.3	kcal per mole
LUMO	0.1	eV
largest force on an atom	0.07789	hartree/bohr

Geometry as XYZ:
```
12
Properties=species:S:1:pos:R:3:forces:R:3:nbo_charge:R:1
C -3.582 2.068 -0.164 0.33 2.20 -0.06 0.722
C -4.173 1.025 -0.765 0.57 1.25 -0.67 -0.758
C -0.348 0.299 0.847 -2.24 0.63 -1.45 0.439
C 0.631 0.369 -0.276 0.17 -1.66 -0.08 -0.724
O -3.131 3.085 0.283 -1.41 -3.53 -1.26 -0.458
O -1.519 0.609 0.654 1.67 -0.24 0.72 -0.554
I -4.426 -0.717 0.337 -0.16 0.06 -0.20 0.209
H -4.379 1.049 -1.891 0.34 0.02 2.06 0.287
H -0.069 -0.131 1.780 0.50 -0.27 1.19 0.120
H 1.254 -0.619 -0.228 -0.83 1.97 -0.42 0.227
H 1.242 1.271 -0.224 0.24 -0.24 0.08 0.245
H -0.041 0.433 -1.152 0.83 -0.18 0.09 0.244
```
Positions in Å, forces in eV/Å.

---

3.
The following is a DFT calculation (ωB97M-V with the def2-TZVPD basis set) of a structure of composition C4H5InLiO2.

Results
Kohn-Sham gap (spin up / spin down)	5.064 / 7.306	eV
charge	+2
spin multiplicity	2
highest occupied orbital energy (spin up / spin down)	-17.03 / -18.51	eV
DFT total energy	-13677.087	eV
ΔE to the lowest compared entry with this formula, charge and spin	131.3	kcal per mole
LUMO (spin up / spin down)	-12.0 / -11.2	eV
largest force on an atom	0.15682	hartree/bohr

Geometry as XYZ:
```
13
Properties=species:S:1:pos:R:3:forces:R:3:mulliken_spin:R:1
H -2.861 -0.749 1.249 -0.29 -0.10 0.00 0.886
C -0.971 0.391 0.342 2.90 0.33 6.76 0.145
C -0.445 -1.018 0.146 -1.99 -1.27 -0.08 -0.013
C 1.023 -0.832 -0.256 0.09 1.10 0.09 0.005
C 1.196 0.672 -0.283 -6.71 -4.43 0.64 0.262
O -0.988 0.946 1.457 -1.98 -1.58 -3.12 0.033
O -0.295 1.169 -0.559 4.43 1.53 -2.43 0.043
Li -0.462 3.025 -1.052 -0.86 0.24 -0.02 -0.007
In 2.478 2.099 -0.762 3.71 3.43 -1.40 -0.339
H -1.066 -1.547 -0.587 0.48 -0.02 -0.05 -0.026
H -0.543 -1.575 1.089 0.07 0.35 -0.26 -0.031
H 1.213 -1.289 -1.243 0.12 0.21 0.07 0.031
H 1.721 -1.293 0.459 0.01 0.19 -0.21 0.011
```
Positions in Å, forces in eV/Å.

---

4.
The following is a DFT calculation (ωB97M-V with the def2-TZVPD basis set) of a structure of composition C4H5LiO2.

Results
Kohn-Sham gap	7.242	eV
charge	0
highest occupied orbital energy	-7.76	eV
DFT total energy	-8523.484	eV
ΔE to the lowest compared entry with this formula, charge and spin	105.5	kcal per mole
LUMO	-0.5	eV
largest force on an atom	0.11267	hartree/bohr

Geometry as XYZ:
```
12
Properties=species:S:1:pos:R:3:forces:R:3:nbo_charge:R:1
H -3.348 2.136 1.468 0.09 -0.10 -3.60 0.426
O -2.730 1.417 1.318 2.27 -1.24 -3.20 -1.031
Li -1.003 1.106 1.998 -1.03 0.00 0.13 0.897
O -1.148 2.577 7.050 -0.01 -0.31 -0.74 -0.511
C -1.134 2.115 5.933 0.05 0.40 0.57 0.461
C -1.973 0.940 5.495 -0.05 -0.73 0.14 -0.569
C -2.203 0.922 4.036 0.00 -0.24 -1.44 -0.355
C -2.991 1.287 3.132 0.30 1.86 2.36 -0.067
H -0.464 2.542 5.153 -0.06 -0.05 0.13 0.096
H -2.910 0.926 6.074 0.36 0.03 -0.11 0.243
H -1.388 0.041 5.768 -0.22 0.28 0.23 0.242
H -3.313 2.124 2.493 -1.70 0.10 5.54 0.170
```
Positions in Å, forces in eV/Å.

---

5.
The following is a DFT calculation (ωB97M-V with the def2-TZVPD basis set) of a structure of composition C4H5LiO2Sr.

Results
Kohn-Sham gap	4.773	eV
charge	0
highest occupied orbital energy	-5.12	eV
DFT total energy	-9360.656	eV
ΔE to the lowest compared entry with this formula, charge and spin	0.0	kcal per mole
LUMO	-0.3	eV
largest force on an atom	0.02417	hartree/bohr

Geometry as XYZ:
```
13
Properties=species:S:1:pos:R:3:forces:R:3:nbo_charge:R:1
H 0.205 1.964 1.152 -0.03 -0.12 -0.28 0.148
C 0.049 1.303 0.279 0.97 -0.44 0.35 0.397
C 1.173 0.516 -0.171 0.16 -0.33 0.17 -0.610
O -1.100 1.259 -0.222 -0.55 0.11 -0.20 -0.861
Sr -3.358 2.738 -0.205 0.16 -0.14 -0.02 0.079
H 2.119 1.055 -0.034 -0.25 -0.26 0.17 0.244
H 1.056 0.199 -1.217 0.01 -0.02 0.33 0.216
C 1.429 -1.077 0.727 -0.36 1.10 -0.45 -0.499
C 0.412 -2.085 0.417 0.03 -0.37 0.19 0.322
O -0.542 -1.876 -0.337 -0.02 0.55 -0.23 -0.804
Li -1.465 -0.416 -1.054 0.13 -0.28 0.31 0.885
H 1.422 -0.857 1.805 0.00 -0.05 -0.37 0.238
H 2.427 -1.433 0.432 -0.25 0.26 0.03 0.245
```
Positions in Å, forces in eV/Å.

---

6.
The following is a DFT calculation (ωB97M-V with the def2-TZVPD basis set) of a structure of composition C4H5LiO7Tm.

Results
Kohn-Sham gap (spin up / spin down)	6.747 / 6.386	eV
charge	0
spin multiplicity	4
highest occupied orbital energy (spin up / spin down)	-7.96 / -8.65	eV
DFT total energy	-48295.141	eV
ΔE to the lowest compared entry with this formula, charge and spin	21.2	kcal per mole
LUMO (spin up / spin down)	-1.2 / -2.3	eV
largest force on an atom	0.12543	hartree/bohr

Geometry as XYZ:
```
18
Properties=species:S:1:pos:R:3:forces:R:3:nbo_charge:R:1
O 2.413 3.479 -1.071 0.44 0.25 -0.13 -0.844
C 2.279 2.233 -0.974 -0.29 0.14 -0.09 0.957
O 3.148 1.415 -1.368 0.62 -0.17 -0.18 -0.862
O 1.126 1.799 -0.442 -0.11 0.28 0.14 -0.518
C 0.939 0.396 -0.283 0.24 -0.46 -0.14 -0.069
O -0.557 -1.202 0.552 -1.30 -1.17 0.13 -0.597
C -1.972 -1.734 0.724 0.82 1.03 -0.87 0.910
C -0.427 0.173 0.338 -0.49 0.66 -0.01 -0.078
O -2.612 -1.038 1.675 -0.41 -1.56 2.83 -0.953
O -1.831 -3.042 1.007 -0.63 -1.20 3.14 -0.964
Li 4.148 3.040 -1.859 -0.87 -0.35 0.39 0.954
Tm -2.642 -2.926 3.265 1.31 2.61 -5.75 1.635
H 1.725 -0.017 0.364 -0.17 0.06 -0.19 0.179
H 0.994 -0.104 -1.260 0.04 0.09 0.25 0.183
H -0.510 0.744 1.279 0.06 -0.14 -0.14 0.158
H -1.213 0.560 -0.333 0.20 -0.16 0.10 0.182
O -2.680 -1.560 -0.501 0.42 0.16 0.52 -0.744
H -2.327 -2.214 -1.111 0.14 -0.06 -0.01 0.472
```
Positions in Å, forces in eV/Å.

---

7.
The following is a DFT calculation (ωB97M-V with the def2-TZVPD basis set) of a structure of composition C4H5LiOV.

Results
Kohn-Sham gap (spin up / spin down)	7.495 / 7.897	eV
charge	+2
spin multiplicity	4
highest occupied orbital energy (spin up / spin down)	-16.75 / -17.02	eV
DFT total energy	-32144.307	eV
LUMO (spin up / spin down)	-9.3 / -9.1	eV
largest force on an atom	0.09285	hartree/bohr

Geometry as XYZ:
```
12
Properties=species:S:1:pos:R:3:forces:R:3:nbo_charge:R:1
C -1.157 1.502 -0.144 -0.56 -1.24 -0.47 -0.502
C -2.224 0.939 -0.404 0.28 -0.18 0.06 -0.057
H -3.189 0.488 -0.580 0.18 0.19 -0.02 0.290
C -0.460 -0.636 0.277 2.00 -1.11 4.19 -0.345
C 0.997 -0.678 -0.027 -3.85 -1.76 -0.95 0.017
O 1.699 0.438 -0.029 1.17 0.84 0.11 -0.944
V 0.742 2.094 0.023 -0.05 1.73 0.07 1.488
H -0.984 -1.599 0.188 0.22 0.18 -0.33 0.288
H -0.557 -0.365 1.339 -1.41 1.48 -0.49 0.237
H 0.002 -0.873 -1.049 2.41 0.66 -0.63 0.278
H 1.515 -1.534 0.436 -0.50 -0.60 -1.44 0.263
Li 3.616 0.226 -0.028 0.11 -0.19 -0.10 0.988
```
Positions in Å, forces in eV/Å.

---

8.
The following is a DFT calculation (ωB97M-V with the def2-TZVPD basis set) of a structure of composition C4H5MgO2Rb.

Results
Kohn-Sham gap (spin up / spin down)	5.843 / 6.483	eV
charge	+1
spin multiplicity	2
highest occupied orbital energy (spin up / spin down)	-9.90 / -10.48	eV
DFT total energy	-14413.898	eV
ΔE to the lowest compared entry with this formula, charge and spin	0.0	kcal per mole
LUMO (spin up / spin down)	-4.1 / -4.0	eV
largest force on an atom	0.13861	hartree/bohr

Geometry as XYZ:
```
13
Properties=species:S:1:pos:R:3:forces:R:3:nbo_charge:R:1
H -0.302 -2.049 0.255 0.39 1.59 -1.21 0.111
C 0.007 -1.010 -0.247 2.06 -3.05 -0.70 0.362
C 0.846 -0.241 0.774 0.74 -0.45 0.48 -0.457
C -0.019 0.942 1.205 0.35 0.54 -0.99 -0.572
C -0.977 1.077 0.036 -0.75 -6.42 0.92 -0.005
O -1.259 -0.309 -0.377 0.02 7.02 1.22 -0.453
O 0.543 -1.019 -1.471 -0.69 -0.40 0.97 -0.871
Rb 0.433 -1.773 -5.083 0.04 0.06 0.62 0.998
Mg -2.209 2.604 -0.540 -0.91 0.99 -0.52 0.910
H 1.779 0.111 0.308 -0.47 -0.16 -0.06 0.236
H 1.143 -0.898 1.603 -0.22 0.31 -0.07 0.228
H 0.564 1.856 1.391 -0.30 -0.14 -0.09 0.236
H -0.549 0.708 2.147 -0.26 0.09 -0.56 0.277
```
Positions in Å, forces in eV/Å.

---

9.
The following is a DFT calculation (ωB97M-V with the def2-TZVPD basis set) of a structure of composition C4H5MnO2.

Results
Kohn-Sham gap (spin up / spin down)	5.925 / 5.494	eV
charge	+1
spin multiplicity	6
highest occupied orbital energy (spin up / spin down)	-12.06 / -12.10	eV
DFT total energy	-39633.148	eV
ΔE to the lowest compared entry with this formula, charge and spin	0.8	kcal per mole
LUMO (spin up / spin down)	-6.1 / -6.6	eV
largest force on an atom	0.02569	hartree/bohr

Geometry as XYZ:
```
12
Properties=species:S:1:pos:R:3:forces:R:3:nbo_charge:R:1
H -0.856 -1.910 0.783 0.07 0.50 0.33 0.501
O 2.652 0.159 -0.871 -0.62 -0.13 0.15 -0.651
C 1.473 0.340 -0.223 0.10 -0.21 -0.01 0.219
C 0.302 0.023 -0.799 0.56 0.43 -0.08 -0.420
C -0.997 0.449 -0.244 -0.89 -0.35 0.02 -0.208
C -1.654 -0.140 0.788 1.07 -0.14 -0.76 -0.194
O -1.133 -1.232 1.434 -0.42 -0.28 0.08 -0.713
Mn -3.510 0.342 1.284 0.18 0.00 0.03 1.331
H 3.392 0.357 -0.292 0.04 0.03 0.05 0.496
H 1.550 0.770 0.780 -0.18 -0.07 -0.28 0.181
H 0.328 -0.359 -1.826 -0.09 0.20 0.30 0.249
H -1.548 1.202 -0.814 0.18 0.02 0.18 0.208
```
Positions in Å, forces in eV/Å.

---

10.
The following is a DFT calculation (ωB97M-V with the def2-TZVPD basis set) of the molecule C4H5N.

Results
Kohn-Sham gap	8.811	eV
charge	0
highest occupied orbital energy	-8.22	eV
DFT total energy	-5714.808	eV
ΔE to the lowest compared entry with this formula, charge and spin	93.1	kcal per mole
LUMO	0.6	eV
largest force on an atom	0.01191	hartree/bohr

Geometry as XYZ:
```
10
Properties=species:S:1:pos:R:3:forces:R:3:nbo_charge:R:1
C 0.519 -0.154 -2.721 0.31 0.12 0.36 -0.197
C 0.755 0.318 -1.625 -0.21 -0.11 -0.56 -0.157
C 0.367 0.865 -0.372 -0.04 -0.47 -0.02 0.058
C -0.595 0.095 1.646 -0.12 0.03 0.22 -0.411
N 0.440 0.007 0.626 -0.22 0.13 -0.36 -0.528
H 0.281 -0.564 -3.679 0.20 0.12 0.15 0.237
H -1.120 1.031 1.459 0.04 -0.09 0.18 0.233
H -1.284 -0.736 1.463 -0.04 0.13 0.19 0.197
H -0.246 0.046 2.678 0.24 -0.02 -0.08 0.197
H 0.884 -0.908 0.525 -0.16 0.15 -0.08 0.371
```
Positions in Å, forces in eV/Å.